Entry 1:
101
Properties=species:S:1:pos:R:3:forces:R:3:lowdin_charge:R:1 method="wB97M-V/def2-TZVPD" charge=0 lumo_energy_ev=0.05 orbital_gap_ev=6.074 total_energy_ha=-4917.25803
Hg -0.469 -0.271 0.258 -1.42 0.03 2.41 1.23
O -2.769 -3.631 2.532 0.62 -0.61 -1.45 0.06
C -2.480 -2.295 2.478 -1.70 2.71 4.02 -0.90
O -2.804 -1.637 3.440 -0.57 -0.50 3.08 0.02
O -2.019 -1.711 1.516 2.51 -0.61 -5.70 -0.06
H -2.645 -3.804 1.595 -0.15 -1.05 -0.50 0.07
O -0.089 3.120 3.525 -0.03 0.92 1.28 0.07
C -0.676 2.065 2.913 -3.14 -4.30 0.45 -0.84
O -1.575 1.366 3.434 1.04 2.57 1.63 0.01
O -0.314 1.718 1.778 2.88 1.19 -3.48 -0.11
H 0.765 3.368 3.163 -0.13 -0.34 -0.59 0.09
C 0.657 -1.024 5.773 -1.42 0.95 -1.44 -0.23
C 1.799 -0.011 5.681 0.17 -1.52 0.14 -0.21
C 2.323 0.115 4.232 -0.05 -0.02 -0.16 -0.16
S 1.694 -1.411 3.254 -3.80 1.99 0.32 0.79
O 2.688 -2.369 2.867 0.89 -0.07 -0.60 -0.35
O 0.699 -0.900 2.226 3.08 -1.52 2.98 -0.40
C 0.851 -2.144 4.781 0.63 -0.20 -0.63 -0.18
H -0.175 -0.402 5.443 -0.76 -0.57 -0.11 0.12
H 0.393 -1.388 6.766 0.45 0.07 0.04 0.12
H 2.564 -0.525 6.263 0.62 0.91 0.25 0.11
H 1.403 0.904 6.120 0.68 0.14 -0.10 0.12
H 3.403 0.251 4.288 0.18 -0.88 -0.37 0.09
H 2.029 0.996 3.660 -0.82 -0.21 0.06 0.08
H 1.592 -2.883 5.087 0.42 0.19 0.16 0.09
H -0.029 -2.756 4.582 -0.32 0.61 -0.56 0.11
C 1.496 -5.400 1.334 -0.15 -0.83 0.45 -0.19
C 2.313 -5.389 -0.028 1.10 0.95 1.03 -0.19
C 1.497 -4.882 -1.194 -1.99 -0.92 -0.12 -0.21
S 0.014 -4.024 -0.466 0.10 0.54 0.98 0.73
O -1.204 -4.439 -1.117 0.28 -0.07 -0.17 -0.32
O 0.297 -2.597 -0.383 0.54 -1.15 -0.15 -0.39
C 0.110 -4.779 1.231 -0.39 -0.46 -1.04 -0.19
H 1.882 -5.036 2.286 1.20 0.82 -0.73 0.10
H 1.433 -6.446 1.634 -0.54 -0.26 -0.43 0.10
H 2.668 -6.401 -0.219 -0.12 0.08 -0.06 0.11
H 3.211 -4.775 0.046 0.03 0.06 0.35 0.10
H 1.106 -5.760 -1.708 -0.64 -0.07 0.16 0.09
H 1.881 -4.338 -2.056 0.54 0.71 0.76 0.10
H -0.676 -5.532 1.281 -0.03 -0.07 -0.48 0.10
H -0.173 -4.102 2.038 0.35 0.62 -0.50 0.09
C -5.721 2.738 -0.549 0.96 0.58 -0.37 -0.21
C -4.488 3.549 -0.101 1.30 1.25 0.10 -0.24
C -3.758 2.967 1.123 -2.34 0.47 -0.60 -0.21
S -3.926 1.235 0.890 0.19 -2.74 4.53 0.75
O -4.145 0.647 2.253 -0.29 1.29 -3.95 -0.31
O -2.783 0.743 0.141 -0.88 0.25 -0.94 -0.38
C -5.574 1.284 -0.076 0.54 0.84 0.93 -0.15
H -5.602 3.025 -1.594 -1.07 -1.15 -0.43 0.11
H -6.647 3.167 -0.167 0.08 -0.05 -0.01 0.11
H -4.760 4.588 0.084 -0.17 0.03 0.19 0.11
H -3.852 3.629 -0.982 0.46 -0.25 0.13 0.08
H -4.522 3.127 1.885 0.46 0.03 0.70 0.11
H -2.778 3.286 1.479 -0.03 -0.22 -0.46 0.11
H -6.297 1.248 0.738 0.24 -0.70 0.14 0.09
H -5.731 0.427 -0.731 0.42 0.29 -0.12 0.10
C 5.276 1.180 -0.836 -1.95 0.70 -0.01 -0.19
C 5.616 -0.273 -0.656 0.60 -0.58 -1.69 -0.24
C 4.315 -0.934 -0.309 0.75 -1.39 1.37 -0.24
S 2.995 -0.289 -1.308 0.86 1.75 0.67 0.72
O 1.853 -0.140 -0.403 1.16 -0.04 -1.41 -0.37
O 2.920 -0.861 -2.622 -0.59 -1.00 0.01 -0.30
C 3.885 1.294 -1.564 -0.45 0.53 0.95 -0.20
H 5.931 1.822 -1.425 0.48 -0.19 0.67 0.12
H 5.047 1.504 0.179 0.58 0.83 -0.02 0.11
H 6.356 -0.509 0.109 -0.03 0.36 0.08 0.12
H 6.024 -0.667 -1.587 -0.01 -0.20 -0.15 0.12
H 4.177 -0.701 0.747 -0.93 0.35 -0.04 0.11
H 4.416 -2.019 -0.259 -0.45 -0.12 -0.64 0.12
H 3.208 2.020 -1.116 0.29 0.07 0.52 0.07
H 3.928 1.704 -2.574 0.07 -1.06 -0.35 0.10
C -0.933 5.285 -2.343 0.62 -0.64 -0.39 -0.21
C -0.343 5.309 -0.966 -2.13 2.91 1.76 -0.28
C 0.666 4.304 -0.649 0.92 -0.64 -0.27 -0.19
S 0.205 2.883 -1.738 -2.84 0.23 2.47 0.74
O -0.415 1.702 -1.107 1.10 2.47 -1.20 -0.38
O 1.339 2.706 -2.550 2.01 -0.79 -2.09 -0.31
C -1.110 3.815 -2.599 -1.11 -0.40 -1.53 -0.21
H -0.222 5.785 -3.001 0.18 -0.40 -0.36 0.12
H -1.840 5.878 -2.455 -0.16 -0.31 0.33 0.13
H -1.072 5.214 -0.161 -0.72 0.29 -0.34 0.12
H 0.009 6.341 -0.949 0.55 -0.05 0.99 0.12
H 0.707 4.026 0.404 -0.14 -0.24 -0.17 0.10
H 1.583 4.808 -0.956 0.66 -1.26 -0.24 0.11
H -2.121 3.528 -2.309 0.33 -0.49 0.80 0.09
H -1.153 3.570 -3.660 0.69 -0.31 -0.08 0.11
C -1.163 -1.633 -5.552 0.69 -0.55 1.55 -0.22
C 0.180 -1.269 -5.005 1.86 0.98 1.64 -0.23
C 0.060 0.095 -4.161 -1.14 -1.18 -0.40 -0.14
S -1.496 -0.357 -3.159 1.03 -0.43 -0.36 0.77
O -2.549 0.627 -3.226 0.38 0.13 0.19 -0.33
O -1.006 -0.866 -1.857 -1.01 0.17 -2.42 -0.41
C -2.023 -1.747 -4.281 -0.99 1.37 -0.36 -0.18
H -1.082 -2.669 -5.881 -0.18 0.34 -0.99 0.12
H -1.351 -0.852 -6.288 -1.13 -0.49 -0.10 0.13
H 0.949 -1.272 -5.778 0.08 0.48 0.09 0.12
H 0.471 -2.045 -4.298 0.25 -0.04 0.15 0.11
H -0.042 0.960 -4.817 -0.83 -0.08 -0.15 0.09
H 0.782 0.463 -3.432 0.31 -1.04 0.01 0.05
H -3.052 -1.503 -4.544 -0.13 0.02 0.47 0.10
H -2.018 -2.716 -3.782 0.48 0.14 0.02 0.11

=====

Entry 2:
17
Properties=species:S:1:pos:R:3:forces:R:3:lowdin_charge:R:1 method="wB97M-V/def2-TZVPD" charge=+1 lumo_energy_ev=-3.08 orbital_gap_ev=11.395 relative_energy_kcal_mol=42.3 total_energy_ha=-268.23744
C 1.922 0.553 -0.296 -0.31 -0.29 0.23 -0.02
C 0.691 0.147 -1.032 0.21 0.36 -0.36 -0.36
C 0.603 -0.668 -2.063 -0.27 -0.21 -0.01 0.11
N -0.531 0.877 -0.619 0.22 -0.04 0.04 0.20
H 2.776 0.045 -0.724 0.16 -0.05 0.02 0.10
H 2.071 1.624 -0.387 0.10 0.24 -0.07 0.09
H 1.864 0.322 0.767 0.02 -0.06 0.09 0.09
H -0.314 -0.779 -2.635 0.04 -0.12 0.13 0.08
H 1.442 -1.280 -2.360 0.08 0.17 -0.08 0.09
H -0.324 1.840 -0.350 0.04 0.05 -0.08 0.17
H -0.987 0.415 0.226 -0.43 0.16 -0.08 0.09
H -1.203 0.903 -1.387 -0.08 -0.02 0.16 0.16
C -1.334 -0.750 2.459 -0.34 0.16 0.42 -0.05
N -1.982 -0.374 1.438 0.79 -0.24 -0.44 0.01
H -0.634 -0.064 2.933 0.07 0.02 -0.10 0.08
H -1.480 -1.702 2.963 -0.04 -0.12 -0.08 0.09
H -2.580 -1.109 1.068 -0.26 -0.01 0.20 0.08

=====

Entry 3:
20
Properties=species:S:1:pos:R:3:forces:R:3:lowdin_charge:R:1 method="wB97M-V/def2-TZVPD" charge=0 lumo_energy_ev=0.78 orbital_gap_ev=10.644 smiles="CC(N)=O.CCC" relative_energy_kcal_mol=44.6 total_energy_ha=-328.24780
C 1.892 -1.885 0.306 -4.66 2.56 -2.58 -0.28
C 1.880 -0.953 -0.915 2.54 -2.83 -1.83 -0.14
C 1.018 -1.052 1.262 2.18 3.04 0.04 -0.13
H 2.827 -1.949 0.699 2.54 -0.82 1.14 0.06
H 1.373 -2.815 0.000 0.78 0.20 0.54 0.11
H 0.941 -1.051 -1.436 -0.09 -0.12 -0.53 0.06
H 2.024 0.045 -0.714 0.04 2.34 1.07 0.03
H 1.712 -0.148 1.603 -1.28 -1.86 -0.38 0.12
H 2.808 -1.163 -1.554 -1.56 -0.09 0.08 0.09
H 0.911 -1.688 2.053 -1.14 -1.06 2.83 0.02
H 0.101 -0.472 0.979 0.61 -1.35 -0.40 0.07
C -2.092 1.986 0.800 -1.40 -0.79 -1.81 -0.02
C -1.452 1.601 -0.602 2.58 1.47 -0.35 -0.50
O -0.375 2.157 -1.028 -3.99 -2.24 1.71 -0.04
N -2.088 0.618 -1.345 -0.40 -0.29 -0.63 0.11
H -1.790 3.027 1.017 -1.04 -0.34 -0.37 0.08
H -1.754 1.452 1.662 1.05 -0.89 0.15 0.04
H -1.631 0.323 -2.213 0.03 0.58 0.62 0.10
H -3.096 0.357 -1.380 1.34 0.74 0.88 0.11
H -3.211 1.609 0.806 1.85 1.72 -0.19 0.11